C26H28AsF3N4O4ReS2 | ωB97M-V/def2-TZVPD

2S+1: 2
DFT total energy: -134360.3443 eV
energy relative to the best compared isomer or geometry (same formula, charge and spin): 110.4 kJ/mol
<S²>: 0.7614

Element x y z (Å)
Re 0.38812 0.98657 -0.01053
As -0.80387 1.89018 -2.19473
S 1.35142 -2.43815 -3.03893
S 4.00336 0.60091 -3.02541
F 6.10000 -0.32167 7.49999
F 4.77063 -1.95979 7.93125
F 6.46885 -2.26448 6.63216
O -1.99680 -2.28493 0.39436
O -0.47056 -0.76825 -0.21208
O 0.21209 2.83139 0.63691
O -0.69957 4.32452 2.04899
N 1.93198 0.84070 -1.20585
N -0.55139 -3.97504 -4.15553
N -1.25621 0.98493 1.29468
N -0.74828 -3.76254 -1.98926
C -3.02384 -0.18502 2.33051
C -1.90061 -0.49013 -3.35627
C -1.49352 -1.19295 0.50243
C -0.87323 0.59838 -3.64820
C -1.97148 -0.12516 1.43892
C -1.65088 -4.87125 -3.83328
C 3.03250 -0.27809 3.63524
C -0.62693 3.21838 1.59392
C 4.89197 -1.54211 4.51488
C -2.61344 2.64753 -2.25658
C 5.50039 -1.39442 6.95011
C 0.09174 3.68212 -4.34132
C 2.82215 0.72603 -1.98420
C 0.28188 3.36755 -2.86311
C 4.65068 -1.01586 5.77388
C 2.20086 0.09651 2.53236
C -2.55740 2.10496 2.91110
C -3.47597 2.25064 -1.06346
C 0.00020 -3.40643 -3.05282
C 3.60664 -0.11958 5.97277
C -1.52493 2.08045 1.99526
C 2.80063 0.24371 4.91231
C 4.08896 -1.17084 3.44910
C -1.94105 -4.50383 -2.36482
C -3.31208 0.94895 3.08257
C 1.51963 0.42842 1.58171
H -3.59132 -1.10041 2.42080
H -2.51103 -4.68538 -4.47606
H -2.83944 -3.89001 -2.26464
H 0.12196 0.16117 -3.74673
H -3.52810 1.16533 -0.95029
H -3.06699 2.31362 -3.19146
H -2.06215 -5.38996 -1.74308
H -2.50780 3.73175 -2.31880
H -2.90637 -0.07920 -3.23332
H -4.49574 2.62124 -1.17841
H -1.93220 -1.20853 -4.17659
H 4.27274 -1.56955 2.46094
H -0.70218 -3.23934 -1.12725
H -1.11256 1.13494 -4.56764
H 0.66733 4.56597 -4.61893
H 3.42709 0.28914 6.95885
H -1.36342 -5.92020 -3.93706
H 0.01551 4.22184 -2.23701
H -3.07971 2.66505 -0.13560
H -4.12607 0.93400 3.79410
H -2.75398 3.01409 3.46172
H -0.95498 3.88141 -4.58198
H 1.31974 3.11982 -2.63994
H -0.00077 -4.04230 -4.99283
H 1.98491 0.93873 5.05755
H 5.70665 -2.23633 4.36510
H 0.43221 2.85840 -4.96835
H -1.63601 -1.03761 -2.45213